Record 1
The following is a quantum chemistry calculation of one molecule with the formula C6H12O3S2 at a distorted geometry, from the Open Molecules 2025 dataset.

Properties
**Multiplicity**: 1
**Frontier orbital gap**: 10.27 eV
**SMILES string**: CCSC(=O)[C@H](C)S(C)(=O)=O
**Net charge**: 0
**Highest occupied orbital energy**: -0.36235 Ha

Each line ends with the Mulliken charge.
Positions of all 23 atoms, in Å:
1 C 0.837 3.167 0.638  -1.0082
2 C 1.141 1.868 1.219  -0.5491
3 S 1.371 0.457 0.035  -0.0534
4 C -0.298 -0.112 0.044  0.0427
5 O -1.171 0.276 0.750  -0.4643
6 C -0.610 -1.402 -1.147  0.0289
7 C -1.560 -0.930 -2.204  -1.1736
8 S -1.291 -2.818 -0.181  1.0892
9 C 0.130 -3.002 0.981  -0.7544
10 O -2.510 -2.627 0.582  -0.6090
11 O -1.260 -3.920 -1.086  -0.6442
12 H 0.528 3.787 1.482  0.2894
13 H 1.813 3.490 0.371  0.3173
14 H 0.129 3.353 -0.153  0.3246
15 H 0.458 1.499 2.080  0.3176
16 H 2.050 2.048 1.730  0.4747
17 H 0.312 -1.744 -1.495  0.5535
18 H -2.170 0.022 -1.788  0.3019
19 H -0.991 -0.628 -3.110  0.2949
20 H -2.365 -1.597 -2.530  0.3379
21 H -0.183 -3.324 1.955  0.3905
22 H 0.971 -3.488 0.549  0.3232
23 H 0.296 -1.882 1.085  0.1700

Record 2
The following is a quantum chemistry calculation of C30H20Cl6MnN4O2P2Se2 as an isolated structure at a distorted geometry, from the Open Molecules 2025 dataset.

Properties
**Multiplicity**: 4
**Frontier orbital gap (alpha / beta)**: 7.00 / 6.46 eV
**Net charge**: +2
**Highest occupied orbital energy (alpha / beta)**: -0.53195 / -0.53354 Ha

Each line ends with the Mulliken charge.
Positions of all 67 atoms, in Å:
1 Mn 1.879 2.172 -2.555  -0.3054
2 Se 2.088 -0.304 3.778  -0.0139
3 P 0.262 0.044 2.599  0.4206
4 C -0.452 -1.538 2.305  0.9273
5 C -1.810 -1.745 2.572  -0.3183
6 C -2.342 -3.017 2.406  -1.0182
7 C -1.528 -4.069 1.988  -0.5341
8 C -0.172 -3.862 1.734  -0.9421
9 C 0.374 -2.601 1.907  -0.2488
10 C -0.901 1.126 3.373  0.5739
11 C -1.938 1.632 2.582  0.0737
12 C -2.901 2.441 3.162  -0.6611
13 C -2.825 2.748 4.521  -0.5800
14 C -1.790 2.251 5.299  -0.7302
15 C -0.819 1.433 4.726  -0.7431
16 C 0.821 0.882 1.138  1.0889
17 C 0.882 0.652 -0.206  -0.8787
18 N 1.437 1.751 -0.701  1.1371
19 N 1.758 2.638 0.266  -0.9196
20 N 1.380 2.111 1.410  -0.2939
21 P 0.324 -0.591 -1.366  1.0358
22 Se 0.652 0.278 -3.343  -0.2063
23 C -1.401 -0.881 -1.060  1.0457
24 C -2.266 0.210 -1.203  -0.6586
25 C -3.613 0.056 -0.939  -0.6896
26 C -4.105 -1.189 -0.542  -0.7514
27 C -3.250 -2.273 -0.402  -0.8713
28 C -1.888 -2.123 -0.652  -0.3621
29 C 1.293 -2.053 -1.180  0.8445
30 C 2.480 -2.000 -0.450  -0.7012
31 C 3.273 -3.137 -0.355  -0.4871
32 C 2.880 -4.312 -0.985  -0.6244
33 C 1.708 -4.355 -1.737  -0.9059
34 C 0.915 -3.223 -1.845  -0.3827
35 H -2.443 -0.934 2.911  0.4874
36 H -3.393 -3.189 2.621  0.4502
37 H -1.951 -5.065 1.879  0.4345
38 H 0.463 -4.688 1.425  0.4895
39 H 1.434 -2.448 1.744  0.5066
40 H -1.993 1.398 1.520  0.2988
41 H -3.711 2.838 2.559  0.4606
42 H -3.579 3.385 4.972  0.4192
43 H -1.731 2.501 6.350  0.4211
44 H -0.010 1.049 5.332  0.3655
45 H -1.889 1.165 -1.541  0.4611
46 H -4.291 0.898 -1.060  0.4636
47 H -5.168 -1.309 -0.344  0.4319
48 H -3.640 -3.242 -0.099  0.5941
49 H -1.220 -2.966 -0.515  0.4542
50 H 2.796 -1.079 0.031  0.4736
51 H 4.203 -3.102 0.205  0.4649
52 H 3.501 -5.199 -0.906  0.4520
53 H 1.422 -5.267 -2.250  0.4717
54 H 0.024 -3.251 -2.468  0.5407
55 Cl -1.235 6.602 -2.178  -0.0561
56 C -0.501 5.879 -3.559  0.8427
57 Cl 0.809 6.831 -4.162  -0.0544
58 Cl -1.660 5.503 -4.793  -0.0559
59 C 0.102 4.572 -3.101  -0.0950
60 N 0.558 3.618 -2.725  -0.1295
61 Cl 5.580 1.085 -5.308  -0.0848
62 C 5.247 2.454 -4.238  0.7774
63 Cl 6.380 2.512 -2.928  -0.0805
64 Cl 5.243 3.948 -5.116  -0.0775
65 C 3.835 2.195 -3.672  0.4922
66 O 2.762 2.682 -4.219  -0.4794
67 O 3.649 1.471 -2.611  -0.4601

Record 3
The following is a quantum chemistry calculation of a 10-piece molecular cluster, C19H57NO13 overall at a distorted geometry, from the Open Molecules 2025 dataset.

Properties
**Multiplicity**: 1
**Frontier orbital gap**: 9.49 eV
**Net charge**: 0
**Highest occupied orbital energy**: -0.34366 Ha

Each line ends with the Mulliken charge.
Positions of all 90 atoms, in Å:
1 C -4.526 3.098 -0.221  -0.8941
2 O -4.659 1.942 0.526  -0.4493
3 C -3.456 1.576 1.191  0.4875
4 C -3.668 0.157 1.839  -1.1618
5 N -2.381 -0.570 2.126  0.9336
6 H -1.794 -0.687 1.349  -0.4457
7 H -1.864 -0.094 2.860  0.5527
8 C -2.600 -1.885 2.625  -0.8512
9 C -1.239 -2.523 2.971  -0.2272
10 O -1.427 -3.883 3.401  -0.4387
11 C -0.220 -4.600 3.603  -0.4829
12 H -5.590 3.386 -0.331  0.3003
13 H -4.191 3.010 -1.195  0.3672
14 H -3.935 3.801 0.257  0.3892
15 H -3.120 2.195 2.034  0.2082
16 H -2.718 1.505 0.238  -0.0712
17 H -4.410 -0.520 1.240  0.3459
18 H -4.223 0.320 2.690  0.6056
19 H -3.233 -2.729 2.197  0.3024
20 H -3.062 -1.781 3.608  0.4346
21 H -0.625 -1.915 3.496  0.7216
22 H -0.778 -2.616 1.940  -0.0664
23 H 0.416 -3.963 4.391  0.2015
24 H 0.335 -4.813 2.643  0.1924
25 H -0.573 -5.510 4.037  0.2810
26 C -0.012 0.102 0.039  1.0981
27 O 0.100 0.731 1.355  -0.8474
28 O 0.963 -0.229 -0.818  -0.0070
29 O -1.136 -0.462 -0.175  -1.5841
30 H 1.675 0.434 -0.546  0.0354
31 C 0.025 5.461 2.092  -1.8135
32 C 0.073 3.985 2.382  -0.2262
33 O 0.130 3.297 1.115  -0.3782
34 H 0.906 6.083 1.680  0.2528
35 H -0.098 5.642 3.019  0.6116
36 H -0.633 5.689 1.420  0.4875
37 H -0.821 3.765 2.927  0.3472
38 H 0.936 3.825 2.904  0.4111
39 H 0.280 2.333 1.157  0.1970
40 C 5.345 -1.038 0.416  -1.1166
41 C 4.635 -1.014 -0.907  0.5392
42 O 5.206 -2.010 -1.722  -0.5812
43 H 5.026 -0.229 1.044  0.3674
44 H 6.382 -0.664 0.183  0.3364
45 H 5.252 -2.046 1.165  0.2021
46 H 4.521 -0.002 -1.179  0.0898
47 H 3.522 -1.494 -0.825  -0.2265
48 H 4.910 -1.812 -2.693  0.3264
49 C -1.176 3.198 -3.551  -1.5347
50 C -0.750 2.781 -2.096  1.0236
51 O -0.909 3.946 -1.226  -0.6128
52 H -2.216 3.326 -3.323  0.4429
53 H -1.279 2.356 -4.235  0.2842
54 H -0.565 4.043 -3.954  0.3069
55 H 0.322 2.662 -2.103  -0.1019
56 H -1.084 1.874 -1.847  -0.2613
57 H -0.493 3.612 -0.352  0.6125
58 C -0.630 -1.349 -4.494  -0.7723
59 C 0.881 -0.939 -4.396  -0.1392
60 O 0.916 0.212 -3.599  -0.4591
61 H -0.624 -2.349 -5.223  0.3139
62 H -1.099 -0.681 -5.141  0.3871
63 H -1.083 -1.547 -3.458  0.0330
64 H 1.392 -1.062 -5.429  0.3097
65 H 1.172 -1.634 -3.870  -0.0063
66 H 0.778 0.035 -2.581  0.4271
67 C 2.189 -1.517 3.080  -0.2538
68 O 1.622 -0.331 3.637  -0.6030
69 H 1.718 -1.791 2.194  0.1105
70 H 2.359 -2.280 3.989  0.1856
71 H 3.346 -1.494 2.976  0.1285
72 H 1.088 0.137 3.000  0.2925
73 C -2.588 -3.314 -0.990  -0.3924
74 O -3.107 -2.077 -0.617  -0.4806
75 H -1.587 -3.306 -1.080  -0.1703
76 H -2.900 -3.484 -2.002  0.3012
77 H -2.875 -3.969 -0.295  0.4574
78 H -2.310 -1.499 -0.538  0.7107
79 C 3.259 2.949 -1.334  -1.1648
80 O 2.986 1.860 -0.448  -0.4441
81 H 2.861 2.773 -2.281  0.3904
82 H 4.306 3.052 -1.431  0.3118
83 H 2.688 3.773 -1.171  0.5113
84 H 2.391 2.194 0.225  0.2469
85 C 1.367 -3.524 -1.541  -0.2846
86 O 0.996 -4.874 -1.304  -0.6307
87 H 0.406 -3.086 -1.453  0.0295
88 H 2.180 -3.496 -2.357  0.2350
89 H 1.872 -3.196 -0.721  0.1685
90 H 0.535 -5.234 -2.207  0.3345

Record 4
The following is a quantum chemistry calculation of one molecule with the formula C3H3NO at a distorted geometry, from the Open Molecules 2025 dataset.

Properties
**Multiplicity**: 1
**Frontier orbital gap**: 8.69 eV
**Net charge**: 0
**Highest occupied orbital energy**: -0.37111 Ha

Each line ends with the Mulliken charge.
Positions of all 8 atoms, in Å:
1 O -0.359 -1.782 -0.176  -0.5529
2 C 0.298 -0.787 0.102  0.3186
3 C 0.231 0.381 -0.762  -0.4100
4 C -0.581 0.519 0.920  0.1174
5 N -1.285 1.085 1.656  -0.3345
6 H 1.156 -0.766 0.802  0.3146
7 H -0.587 0.386 -1.489  0.2805
8 H 1.127 0.963 -1.053  0.2664

Record 5
The following is a quantum chemistry calculation of C38H29F3N2O2S5SbSn as an isolated structure at a distorted geometry, from the Open Molecules 2025 dataset.

Properties
**Multiplicity**: 1
**Frontier orbital gap (alpha / beta)**: 3.55 / 3.57 eV
**Net charge**: +1
**Highest occupied orbital energy (alpha / beta)**: -0.36380 / -0.36370 Ha

Each line ends with the Mulliken charge.
Positions of all 81 atoms, in Å:
1 Sn -13.369 -13.031 -11.625  0.7476
2 O -13.101 -10.583 -8.777  -0.6564
3 C -14.026 -9.636 -8.936  0.2026
4 C -13.655 -8.295 -8.695  -0.2755
5 C -14.504 -7.234 -8.955  -0.8395
6 C -15.821 -7.535 -9.337  -0.4494
7 C -16.289 -8.837 -9.521  -1.1344
8 C -15.394 -9.913 -9.336  1.1724
9 C -15.916 -11.202 -9.613  -0.6104
10 N -15.254 -12.311 -9.835  0.3175
11 C -16.122 -13.472 -9.935  -1.0843
12 C -15.344 -14.722 -9.730  -0.0781
13 N -14.393 -14.977 -10.828  0.0431
14 C -14.441 -16.169 -11.348  -0.0682
15 C -13.813 -16.654 -12.528  0.1323
16 C -13.665 -18.046 -12.711  -0.6676
17 C -12.870 -18.603 -13.679  -0.5955
18 C -12.227 -17.760 -14.591  -0.4426
19 C -12.340 -16.406 -14.453  -0.2570
20 C -13.062 -15.760 -13.418  0.5312
21 O -12.960 -14.482 -13.356  -0.8437
22 H -12.643 -8.173 -8.386  0.4677
23 H -14.115 -6.231 -8.916  0.4730
24 H -16.514 -6.687 -9.574  0.3490
25 H -17.323 -9.044 -9.816  0.4357
26 H -17.038 -11.260 -9.766  0.2615
27 H -16.632 -13.440 -10.941  0.3370
28 H -16.948 -13.434 -9.185  0.5704
29 H -15.969 -15.631 -9.606  0.6145
30 H -14.728 -14.510 -8.864  -0.3277
31 H -15.105 -16.891 -10.840  0.2621
32 H -14.163 -18.713 -12.021  0.3679
33 H -12.796 -19.709 -13.727  0.3718
34 H -11.550 -18.189 -15.346  0.3721
35 H -11.782 -15.712 -15.064  0.4469
36 C -6.606 -13.167 -10.085  -0.6330
37 S -7.767 -12.647 -11.377  -0.0310
38 C -8.719 -14.129 -11.551  -0.2624
39 C -10.005 -14.394 -11.078  0.0807
40 S -11.049 -13.262 -10.239  -0.0779
41 S -10.384 -16.115 -11.201  0.1455
42 C -8.790 -16.683 -11.733  -0.0483
43 S -8.325 -18.255 -11.624  -0.1547
44 S -7.890 -15.386 -12.491  -0.0273
45 H -5.754 -12.478 -10.135  0.3312
46 H -6.306 -14.175 -10.392  0.2524
47 H -7.052 -13.137 -9.083  0.1789
48 F -7.049 -9.745 -5.193  -0.3008
49 C -8.297 -10.207 -5.494  0.3204
50 C -8.477 -11.611 -5.385  -0.6669
51 C -9.686 -12.165 -5.798  -0.8566
52 C -10.702 -11.308 -6.288  0.2209
53 C -10.518 -9.947 -6.324  -0.0344
54 C -9.301 -9.379 -5.936  -0.8395
55 Sb -12.509 -12.163 -7.158  1.8460
56 C -13.902 -11.152 -5.916  0.2675
57 C -15.259 -11.396 -6.149  -0.2996
58 C -16.251 -10.653 -5.522  -0.8009
59 C -15.809 -9.490 -4.835  0.3876
60 F -16.744 -8.537 -4.457  -0.3157
61 C -14.456 -9.216 -4.587  -0.7367
62 C -13.505 -10.097 -5.105  -0.7057
63 C -12.497 -14.344 -6.361  -0.2542
64 C -12.467 -15.393 -7.265  -0.0952
65 C -12.810 -16.707 -6.964  -0.6459
66 C -13.156 -16.956 -5.660  0.3942
67 F -13.571 -18.232 -5.318  -0.3137
68 C -13.101 -15.994 -4.686  -0.7599
69 C -12.802 -14.685 -5.059  -0.0640
70 H -7.685 -12.249 -4.951  0.4160
71 H -9.821 -13.227 -5.777  0.5164
72 H -11.332 -9.316 -6.712  0.3527
73 H -9.210 -8.295 -5.798  0.3896
74 H -15.523 -12.187 -6.853  0.4135
75 H -17.305 -10.910 -5.673  0.4428
76 H -14.135 -8.293 -4.090  0.4519
77 H -12.454 -9.997 -4.868  0.7268
78 H -12.149 -15.193 -8.308  0.1976
79 H -12.910 -17.449 -7.730  0.5752
80 H -13.282 -16.130 -3.624  0.4371
81 H -12.681 -13.955 -4.261  0.4334